Density functional theory data (ωB97M-V with the def2-TZVPD basis set) for a structure of composition C29H36N2ORhSSi2.

- charge = +1
- 2S+1 = 5
- relative energy (zero: lowest compared OMol25 entry of this formula, charge and spin) (kJ/mol) = 39.2
- HOMO level (alpha / beta) (eV) = -9.3 / -11.2
- HOMO-LUMO gap (alpha / beta) (eV) = 7.2 / 5.8

XYZ file:
```
72
C29H36N2ORhSSi2, DFT ωB97M-V with the def2-TZVPD basis set
Rh -0.795 0.223 -0.725
C -3.331 0.406 2.448
C -3.581 -0.549 1.324
C -4.659 -1.472 1.366
C -4.862 -2.361 0.325
C -3.993 -2.357 -0.751
C -2.924 -1.431 -0.738
N -2.771 -0.529 0.293
N -1.957 -1.329 -1.646
Si -1.514 -2.446 -2.969
C -0.893 -3.963 -2.098
C -0.182 -1.537 -3.882
C -2.953 -2.846 -4.079
H -4.262 0.871 2.774
H -2.619 1.174 2.153
H -2.919 -0.140 3.301
H -5.324 -1.459 2.220
H -5.691 -3.057 0.353
H -4.106 -3.037 -1.584
H -0.119 -3.709 -1.368
H -0.468 -4.672 -2.815
H -1.709 -4.464 -1.570
H 0.708 -1.435 -3.254
H -0.531 -0.532 -4.140
H 0.099 -2.053 -4.804
H -3.513 -3.713 -3.720
H -2.579 -3.088 -5.077
H -3.647 -2.006 -4.180
C 1.764 1.880 -4.374
S 1.809 1.916 -2.589
C 1.911 3.687 -2.392
O 0.397 1.561 -2.162
H 2.679 2.335 -4.756
H 0.881 2.427 -4.708
H 1.707 0.837 -4.683
H 2.935 4.000 -2.599
H 1.667 3.891 -1.350
H 1.199 4.174 -3.058
C 1.350 -3.037 4.209
C 2.267 -1.994 4.156
C 2.153 -1.015 3.178
C 1.105 -1.050 2.251
C 0.195 -2.108 2.318
C 0.314 -3.097 3.287
Si 0.935 0.300 0.973
C 0.112 1.824 1.780
C -0.513 2.840 1.044
C -1.079 3.946 1.668
C -1.028 4.061 3.051
C -0.418 3.066 3.802
C 0.139 1.958 3.173
C 2.655 0.854 0.474
C 3.559 -0.084 -0.041
C 4.816 0.298 -0.485
C 5.194 1.634 -0.428
C 4.315 2.579 0.085
C 3.055 2.192 0.531
H 1.451 -3.806 4.964
H 3.077 -1.949 4.874
H 2.891 -0.220 3.131
H -0.619 -2.160 1.598
H -0.390 -3.919 3.317
H -0.548 2.801 -0.040
H -1.555 4.719 1.076
H -1.460 4.926 3.540
H -0.375 3.151 4.881
H 0.595 1.183 3.778
H 3.275 -1.133 -0.088
H 5.504 -0.443 -0.873
H 6.177 1.936 -0.766
H 4.615 3.618 0.147
H 2.385 2.938 0.945
```

Here are the Mulliken charges for atoms 1 to 2, given in e: atom 1 (Rh): -0.69, atom 2 (C): -0.86

Density functional theory data (ωB97M-V with the def2-TZVPD basis set) for a structure of composition C62H95AsF6N11 at a distorted geometry.

- charge = +1
- HOMO level (eV) = -9.0
- HOMO-LUMO gap (eV) = 7.1

XYZ file:
```
175
C62H95AsF6N11, DFT ωB97M-V with the def2-TZVPD basis set
C 5.364 18.658 9.258
C 5.302 19.780 8.202
C 3.870 19.917 7.692
N 3.657 21.144 6.738
C 4.817 21.000 5.691
C 4.600 21.897 4.406
C 3.217 21.557 3.749
C 2.182 21.970 4.802
C 2.272 21.072 6.050
C 3.752 22.481 7.451
H 4.577 18.617 10.012
H 6.382 18.484 9.604
H 5.161 17.733 8.719
H 6.005 19.520 7.411
H 5.625 20.742 8.601
H 3.186 20.205 8.490
H 3.477 19.025 7.203
H 4.596 19.981 5.374
H 5.797 21.139 6.148
H 5.436 21.753 3.721
H 4.631 22.924 4.770
H 3.128 20.543 3.358
H 3.145 22.274 2.931
H 1.235 21.822 4.283
H 2.218 23.022 5.084
H 2.143 20.019 5.800
H 1.551 21.304 6.834
H 2.960 22.548 8.197
H 3.650 23.285 6.721
H 4.744 22.499 7.902
C 14.505 19.378 -3.565
C 13.984 20.001 -2.294
C 12.913 21.036 -2.703
C 12.342 21.762 -1.516
N 11.241 22.804 -1.873
C 10.813 23.368 -0.483
C 9.368 23.946 -0.625
C 8.837 23.096 -1.866
C 9.953 22.124 -2.261
C 11.660 23.916 -2.892
C 13.095 24.603 -2.734
C 13.326 25.668 -3.842
H 15.013 18.435 -3.362
H 15.259 20.032 -4.002
H 13.752 19.057 -4.286
H 14.846 20.414 -1.770
H 13.485 19.212 -1.731
H 12.120 20.563 -3.281
H 13.398 21.698 -3.420
H 13.130 22.152 -0.872
H 11.845 21.044 -0.863
H 11.612 24.095 -0.338
H 10.770 22.592 0.280
H 9.288 25.017 -0.810
H 8.847 23.717 0.305
H 8.515 23.822 -2.613
H 7.874 22.614 -1.700
H 10.002 21.793 -3.298
H 9.869 21.303 -1.549
H 10.929 24.718 -2.789
H 11.559 23.341 -3.812
H 13.893 23.865 -2.812
H 13.191 25.144 -1.792
H 14.212 26.301 -3.799
H 12.476 26.350 -3.885
H 13.427 25.279 -4.855
As 9.406 22.034 4.113
F 9.614 23.748 4.437
F 11.179 21.755 3.958
F 9.223 20.285 3.797
F 7.585 22.092 4.308
F 9.413 22.385 2.350
F 9.660 21.666 5.844
N 13.737 20.715 2.264
C 14.803 20.371 1.540
C 15.397 21.454 1.048
C 14.716 22.564 1.489
C 13.662 22.091 2.234
H 13.125 20.111 2.793
H 15.033 19.316 1.540
H 16.167 21.404 0.293
H 14.879 23.606 1.257
H 13.013 22.702 2.845
N 6.200 18.352 2.531
C 6.479 17.841 3.718
C 5.313 17.253 4.160
C 4.271 17.484 3.220
C 4.889 18.247 2.220
H 6.884 18.884 2.013
H 7.455 17.928 4.171
H 5.223 16.701 5.084
H 3.272 17.074 3.226
H 4.473 18.685 1.324
N 5.797 25.064 8.022
C 6.412 24.747 6.863
C 7.755 24.539 7.201
C 7.971 24.637 8.580
C 6.675 24.955 9.097
H 4.815 25.277 8.117
H 5.860 24.600 5.946
H 8.514 24.202 6.511
H 8.941 24.708 9.049
H 6.347 25.196 10.098
N 11.868 18.883 4.766
C 13.050 19.220 5.362
C 13.989 18.221 5.091
C 13.417 17.342 4.144
C 12.082 17.780 4.033
H 10.953 19.304 4.848
H 13.080 20.159 5.895
H 15.020 18.266 5.409
H 13.883 16.529 3.606
H 11.301 17.301 3.460
N 10.795 25.641 1.891
C 10.505 26.654 0.963
C 11.593 26.825 0.091
C 12.629 26.169 0.829
C 12.152 25.389 1.849
H 10.179 25.262 2.596
H 9.565 27.181 1.039
H 11.602 27.417 -0.812
H 13.688 26.231 0.628
H 12.594 24.749 2.598
N 6.609 27.190 3.836
C 6.984 25.981 3.476
C 7.026 25.881 2.122
C 6.701 27.153 1.637
C 6.485 27.974 2.670
H 6.474 27.614 4.743
H 7.182 25.176 4.168
H 7.198 25.020 1.494
H 6.549 27.515 0.630
H 6.296 29.037 2.688
N 11.585 23.552 6.587
C 11.865 23.340 7.882
C 13.183 23.752 8.203
C 13.580 24.466 7.030
C 12.617 24.288 6.085
H 10.807 23.081 6.148
H 11.188 22.747 8.479
H 13.649 23.785 9.177
H 14.529 24.983 7.030
H 12.574 24.565 5.042
N 9.658 19.228 1.157
C 10.896 18.671 0.974
C 10.862 18.014 -0.254
C 9.552 18.119 -0.756
C 8.828 18.875 0.109
H 9.380 19.716 1.996
H 11.734 18.866 1.626
H 11.654 17.420 -0.687
H 9.139 17.683 -1.654
H 7.819 19.252 0.190
N 4.804 21.437 -0.653
C 6.054 20.933 -0.410
C 6.627 21.706 0.560
C 5.749 22.614 0.946
C 4.615 22.504 0.196
H 4.116 21.230 -1.363
H 6.359 20.120 -1.053
H 7.602 21.487 0.969
H 5.830 23.295 1.781
H 3.671 23.025 0.147
C 8.852 20.108 8.866
C 8.595 21.145 9.754
C 8.741 20.904 11.135
C 9.099 19.628 11.648
C 9.336 18.646 10.754
C 9.212 18.879 9.405
H 8.806 20.307 7.806
H 8.335 22.120 9.370
H 8.520 21.636 11.898
H 9.330 19.494 12.695
H 9.615 17.675 11.135
H 9.326 18.036 8.741
```

Here are the Mulliken charges for atoms 1 to 2, given in e: atom 1 (C): -1.38, atom 2 (C): 0.50

Density functional theory data (ωB97M-V with the def2-TZVPD basis set) for an isolated molecule of C13H18N2O at a distorted geometry.

- SMILES = Cc1noc(/C=C2/CN3CCC2CC3)c1C
- relative energy (zero: lowest compared OMol25 entry of this formula, charge and spin) (kJ/mol) = 432.3
- HOMO level (eV) = -7.9
- HOMO-LUMO gap (eV) = 8.4

XYZ file:
```
34
C13H18N2O, DFT ωB97M-V with the def2-TZVPD basis set
C 0.933 -1.735 -4.801
C 0.547 -1.103 -3.528
N -0.163 -0.030 -3.565
O -0.542 0.326 -2.247
C 0.067 -0.556 -1.352
C 0.064 -0.313 0.064
C -0.764 0.572 0.792
C -0.787 0.538 2.372
N -2.180 1.019 2.658
C -2.391 2.439 2.438
C -2.071 2.701 0.902
C -1.901 1.349 0.161
C -3.180 0.508 0.369
C -3.192 0.141 1.894
C 0.829 -1.441 -2.133
C 1.630 -2.628 -1.594
H 1.114 -0.905 -5.475
H 1.926 -2.218 -4.532
H 0.351 -2.485 -5.329
H 0.604 -0.932 0.793
H -0.163 1.378 2.723
H -0.477 -0.456 2.877
H -3.467 2.618 2.759
H -1.711 3.090 3.081
H -2.833 3.312 0.467
H -1.127 3.316 0.935
H -1.610 1.628 -0.890
H -4.018 0.953 0.005
H -3.179 -0.437 -0.278
H -4.229 0.158 2.226
H -2.847 -0.887 1.908
H 1.073 -3.517 -1.801
H 2.663 -2.714 -2.064
H 1.767 -2.673 -0.498
```

Here are the natural (NBO) charges for atoms 1 to 2, given in e: atom 1 (C): -0.65, atom 2 (C): 0.15

Density functional theory data (ωB97M-V with the def2-TZVPD basis set) for a structure of composition C24H18N6O2PdSe.

- charge = +2
- HOMO level (eV) = -13.8
- HOMO-LUMO gap (eV) = 6.1

XYZ file:
```
52
C24H18N6O2PdSe, DFT ωB97M-V with the def2-TZVPD basis set
Pd -0.162 0.158 0.222
O -0.265 -5.633 -3.293
C -1.474 -5.118 -2.797
C -1.168 -3.850 -2.049
C -2.147 -3.217 -1.287
C -1.850 -2.045 -0.627
N -0.630 -1.500 -0.700
C 0.334 -2.100 -1.430
C 0.096 -3.274 -2.115
C 1.604 -1.364 -1.398
C 2.766 -1.723 -2.047
C 3.891 -0.913 -1.924
C 5.181 -1.295 -2.594
O 4.887 -2.257 -3.578
C 3.794 0.241 -1.152
C 2.608 0.545 -0.521
N 1.536 -0.245 -0.643
H -0.431 -6.450 -3.777
H -1.982 -5.814 -2.121
H -2.174 -4.872 -3.606
H -3.144 -3.627 -1.195
H -2.584 -1.524 -0.024
H 0.871 -3.755 -2.691
H 2.813 -2.611 -2.661
H 5.850 -1.698 -1.823
H 5.654 -0.399 -3.008
H 5.696 -2.522 -4.028
H 4.633 0.913 -1.035
H 2.495 1.432 0.090
Se -3.245 5.778 4.742
N -2.365 4.246 5.095
C -2.084 3.711 3.941
C -1.359 2.440 3.809
C -0.918 1.721 4.921
C -0.241 0.537 4.727
C -0.018 0.100 3.428
N -0.433 0.776 2.356
C -1.097 1.935 2.542
C -1.546 2.669 1.328
N -1.260 2.116 0.131
C -1.645 2.754 -0.974
C -2.329 3.963 -0.947
C -2.625 4.529 0.274
C -2.227 3.873 1.440
C -2.510 4.418 2.775
N -3.145 5.540 2.958
H -1.116 2.105 5.913
H 0.118 -0.051 5.559
H 0.512 -0.825 3.235
H -1.394 2.277 -1.913
H -2.617 4.436 -1.874
H -3.156 5.468 0.348
```

Here are the natural (NBO) charges for atoms 1 to 2, given in e: atom 1 (Pd): 1.04, atom 2 (O): -0.72

Density functional theory data (ωB97M-V with the def2-TZVPD basis set) for a structure of composition C47H50IN8OP3V at a distorted geometry.

- charge = +2
- 2S+1 = 4
- relative energy (zero: lowest compared OMol25 entry of this formula, charge and spin) (kJ/mol) = 0.0
- HOMO level (alpha / beta) (eV) = -12.5 / -12.6
- HOMO-LUMO gap (alpha / beta) (eV) = 7.8 / 7.7

XYZ file:
```
111
C47H50IN8OP3V, DFT ωB97M-V with the def2-TZVPD basis set
V 0.535 0.153 -0.645
N -1.286 -2.404 -0.638
P -1.028 -1.380 0.702
C -0.461 -2.518 1.994
C -0.661 -2.232 3.343
C -0.133 -3.072 4.313
C 0.585 -4.204 3.947
C 0.778 -4.500 2.603
C 0.263 -3.654 1.628
C -2.641 -0.853 1.320
C -2.944 0.501 1.323
C -4.187 0.937 1.764
C -5.127 0.015 2.193
C -4.830 -1.345 2.192
C -3.589 -1.779 1.764
P -0.897 -1.451 -1.998
C -0.918 -2.604 -3.372
C -0.538 -3.932 -3.177
C -0.495 -4.800 -4.257
C -0.809 -4.343 -5.530
C -1.171 -3.018 -5.728
C -1.230 -2.147 -4.652
C -2.324 -0.316 -2.185
C -2.086 1.029 -1.941
C -3.111 1.938 -1.791
C -4.422 1.486 -1.884
C -4.690 0.148 -2.150
C -3.641 -0.749 -2.304
H -2.073 -3.047 -0.652
H -1.241 -1.365 3.636
H -0.298 -2.854 5.359
H 0.976 -4.865 4.707
H 1.314 -5.395 2.316
H 0.397 -3.885 0.579
H -2.213 1.219 0.983
H -4.411 1.995 1.770
H -6.095 0.352 2.536
H -5.562 -2.062 2.533
H -3.353 -2.837 1.786
H -0.290 -4.289 -2.185
H -0.218 -5.834 -4.107
H -0.779 -5.023 -6.369
H -1.419 -2.665 -6.718
H -1.532 -1.118 -4.806
H -0.347 1.376 -2.858
H -2.899 2.987 -1.615
H -5.236 2.188 -1.766
H -5.711 -0.195 -2.235
H -3.848 -1.796 -2.499
C 4.824 -0.042 2.815
N 5.054 0.403 1.366
C 5.838 -0.697 0.644
N 5.160 -1.944 0.742
C 4.956 -2.304 2.144
N 4.174 -1.299 2.851
C 2.789 -1.251 2.387
P 2.650 -0.794 0.589
C 3.750 0.694 0.679
C 3.923 -1.989 -0.042
H 4.229 0.734 3.297
H 5.811 -0.101 3.278
H 5.618 1.255 1.378
H 6.815 -0.748 1.127
H 5.951 -0.385 -0.395
H 5.931 -2.398 2.625
H 4.446 -3.265 2.198
H 2.222 -0.531 2.981
H 2.342 -2.214 2.540
H 3.214 1.477 1.222
H 3.957 1.061 -0.327
H 4.148 -1.783 -1.090
H 3.508 -2.998 0.011
I 3.283 -2.632 -5.118
C 2.996 -0.816 -4.164
C 3.369 0.389 -4.745
C 3.136 1.552 -4.035
C 2.531 1.476 -2.789
N 2.151 0.319 -2.226
C 2.397 -0.811 -2.922
H 3.823 0.422 -5.726
H 3.389 2.516 -4.453
H 2.327 2.365 -2.206
H 2.084 -1.741 -2.466
C -3.911 4.291 3.998
C -2.815 3.993 3.012
C -2.662 4.736 1.854
C -1.677 4.454 0.914
C -1.613 5.351 -0.295
C -0.802 3.362 1.118
C 0.227 3.009 0.055
O 1.067 1.954 0.281
C -0.903 2.650 2.328
C 0.050 1.567 2.794
C -1.910 2.971 3.232
H -4.267 5.314 3.897
H -3.570 4.143 5.021
H -4.765 3.628 3.840
H -3.327 5.572 1.672
H -2.406 6.094 -0.252
H -1.718 4.811 -1.229
H -0.662 5.886 -0.346
H 0.633 3.916 -0.425
H 1.071 1.770 2.484
H -0.224 0.584 2.396
H 0.015 1.504 3.883
H -1.965 2.413 4.160
N 0.037 3.140 -4.693
C 0.052 3.337 -3.560
N 0.140 3.603 -2.250
C -0.304 2.781 -1.378
N -0.691 1.456 -1.905
```

Here are the Mulliken charges for atoms 1 to 2, given in e: atom 1 (V): 1.32, atom 2 (N): 0.73

Density functional theory data (ωB97M-V with the def2-TZVPD basis set) for an isolated molecule of C6H9NO at a distorted geometry.

- SMILES = C1=C[C@H]2COC[C@@H]1N2
- relative energy (zero: lowest compared OMol25 entry of this formula, charge and spin) (kJ/mol) = 215.9
- HOMO level (eV) = -9.1
- HOMO-LUMO gap (eV) = 10.2

XYZ file:
```
17
C6H9NO, DFT ωB97M-V with the def2-TZVPD basis set
C -1.452 0.166 -0.757
C -0.973 -1.054 -0.773
C 0.061 -1.145 0.424
C 1.442 -0.806 0.001
O 1.333 0.408 -0.666
C 0.529 1.453 -0.073
C -0.802 0.977 0.401
N -0.439 -0.111 1.332
H -2.210 0.661 -1.382
H -1.080 -1.893 -1.559
H -0.094 -2.073 1.035
H 1.958 -1.550 -0.649
H 2.014 -0.645 0.892
H 0.443 2.184 -0.973
H 1.125 2.072 0.654
H -1.336 1.721 0.931
H -1.243 -0.512 1.715
```

Here are the natural (NBO) charges for atoms 1 to 2, given in e: atom 1 (C): -0.21, atom 2 (C): -0.21

Density functional theory data (ωB97M-V with the def2-TZVPD basis set) for a cluster of 2 separate species, C3H12N in total at a distorted geometry.

- charge = +2
- 2S+1 = 2
- relative energy (zero: lowest compared OMol25 entry of this formula, charge and spin) (kJ/mol) = 86.1
- HOMO level (alpha / beta) (eV) = -22.2 / -22.2
- HOMO-LUMO gap (alpha / beta) (eV) = 14.0 / 7.3

XYZ file:
```
16
C3H12N, DFT ωB97M-V with the def2-TZVPD basis set
N -0.252 -0.627 2.136
H -0.825 -1.479 2.155
H -0.772 0.250 2.094
H 0.381 -0.696 1.336
H 0.325 -0.642 2.990
C 0.571 1.443 -0.396
C -0.385 0.380 -1.026
C 0.076 -1.011 -1.318
H 1.173 1.608 -1.354
H 0.081 2.415 -0.275
H 1.221 1.290 0.460
H -1.168 0.310 -0.190
H -0.848 0.841 -1.898
H -0.610 -1.542 -1.985
H 0.145 -1.592 -0.409
H 1.078 -1.063 -1.786
```

Here are the natural (NBO) charges for atoms 1 to 2, given in e: atom 1 (N): -0.87, atom 2 (H): 0.48

no.,electronic energy (hartree)
1,-2398.90919
2,-5856.50766
3,-690.78235
4,-3933.19719
5,-4599.61511
6,-363.94200
7,-175.42173